1.
12
Properties=species:S:1:pos:R:3:nbo_charge:R:1 method="wB97M-V/def2-TZVPD" homo_ev=-9.991 total_charge=0 de_lowest_ev=1.941 lumo_ev=0.3 multiplicity=1 energy_ev=-170350.6897
C 0.73 -0.23 -0.56 -0.503
C -0.82 0.07 0.73 -0.216
C -0.36 1.36 1.49 0.167
O -1.20 1.79 2.42 -0.749
Cl -2.22 0.47 -0.32 -0.017
Cl -1.15 -1.12 1.85 0.091
Br 1.33 0.93 2.35 0.083
Br -0.10 2.84 0.14 -0.025
H 0.32 -0.06 -1.49 0.192
H 1.36 0.61 -0.30 0.220
H 0.98 -1.37 -0.40 0.227
H -2.05 2.36 2.17 0.530

2.
65
Properties=species:S:1:pos:R:3:nbo_charge:R:1 method="wB97M-V/def2-TZVPD" homo_ev=-8.420 total_charge=0 smiles="CCOc1ccc(N(CC(=O)N[C@@H]2CCC[C@H](C)[C@H]2C)S(=O)(=O)c2c(C)noc2C)cc1" de_lowest_ev=1.904 lumo_ev=0.6 multiplicity=1 energy_ev=-49929.2862
C 2.53 4.93 -2.72 -0.638
C 2.45 3.50 -3.26 -0.063
O 2.61 2.52 -2.25 -0.492
C 1.57 2.24 -1.42 0.306
C 0.29 2.77 -1.50 -0.298
C -0.69 2.39 -0.60 -0.170
C -0.41 1.46 0.41 0.084
N -1.40 1.12 1.34 -0.683
C -2.74 0.79 0.89 -0.318
C -2.76 -0.38 -0.11 0.665
O -3.52 -0.39 -1.06 -0.628
N -1.88 -1.35 0.18 -0.635
C -1.71 -2.55 -0.62 -0.047
C -1.94 -3.77 0.27 -0.391
C -1.72 -5.06 -0.51 -0.397
C -0.31 -5.07 -1.09 -0.392
C -0.07 -3.88 -2.01 -0.214
C 1.33 -3.95 -2.60 -0.601
C -0.30 -2.56 -1.25 -0.206
C -0.14 -1.35 -2.17 -0.616
S -0.95 0.49 2.82 2.351
O -2.10 0.55 3.67 -0.924
O -0.30 -0.79 2.69 -0.958
C 0.23 1.69 3.35 -0.522
C -0.03 3.08 3.49 0.194
C -1.31 3.77 3.18 -0.655
N 1.03 3.69 3.93 -0.123
O 2.00 2.75 4.10 -0.264
C 1.53 1.54 3.76 0.420
C 2.41 0.36 3.86 -0.685
C 0.87 0.92 0.48 -0.232
C 1.85 1.32 -0.41 -0.234
H 2.46 5.63 -3.54 0.217
H 3.47 5.08 -2.20 0.217
H 1.72 5.12 -2.02 0.212
H 1.52 3.34 -3.82 0.171
H 3.29 3.32 -3.94 0.196
H 0.02 3.48 -2.27 0.221
H -1.67 2.81 -0.69 0.216
H -3.22 1.65 0.43 0.226
H -3.31 0.51 1.78 0.262
H -1.31 -1.29 1.01 0.417
H -2.46 -2.50 -1.41 0.227
H -2.95 -3.73 0.67 0.214
H -1.24 -3.72 1.11 0.194
H -1.87 -5.92 0.14 0.209
H -2.44 -5.12 -1.32 0.197
H -0.15 -6.00 -1.65 0.206
H 0.42 -5.05 -0.27 0.193
H -0.80 -3.93 -2.83 0.195
H 1.48 -3.20 -3.37 0.210
H 1.50 -4.93 -3.05 0.208
H 2.08 -3.80 -1.83 0.200
H 0.43 -2.49 -0.44 0.191
H -0.75 -1.47 -3.06 0.206
H 0.90 -1.21 -2.46 0.209
H -0.46 -0.44 -1.67 0.221
H -1.30 4.77 3.62 0.242
H -2.14 3.19 3.58 0.245
H -1.43 3.85 2.11 0.234
H 2.83 0.30 4.86 0.247
H 3.23 0.44 3.15 0.242
H 1.82 -0.53 3.65 0.262
H 1.09 0.17 1.22 0.234
H 2.84 0.89 -0.36 0.226

3.
125
Properties=species:S:1:pos:R:3:lowdin_charge:R:1 method="wB97M-V/def2-TZVPD" homo_ev=-7.339 total_charge=0 de_lowest_ev=0.000 lumo_ev=0.0 multiplicity=1 energy_ev=-128897.6836
Rb -0.85 0.53 0.61 0.778
O 1.85 1.12 2.72 -0.504
S 2.20 0.33 1.50 0.828
C 3.40 1.31 0.60 -0.410
C 4.17 2.23 1.31 -0.085
C 5.09 3.01 0.64 -0.059
C 5.25 2.87 -0.73 -0.058
C 4.45 1.98 -1.43 -0.059
C 3.50 1.19 -0.78 -0.347
P 2.29 0.16 -1.74 1.115
C 2.15 1.20 -3.23 -0.382
C 1.24 2.25 -3.13 -0.091
C 1.10 3.15 -4.18 -0.065
C 1.83 2.98 -5.35 -0.080
C 2.71 1.92 -5.46 -0.081
C 2.88 1.03 -4.40 -0.100
C 3.27 -1.29 -2.24 -0.371
C 4.34 -1.74 -1.48 -0.077
C 4.94 -2.96 -1.75 -0.071
C 4.48 -3.74 -2.80 -0.085
C 3.42 -3.29 -3.58 -0.087
C 2.81 -2.08 -3.29 -0.124
C 3.23 -1.04 2.06 -0.343
C 4.61 -0.93 2.18 -0.071
C 5.33 -1.97 2.74 -0.065
C 4.67 -3.10 3.19 -0.059
C 3.30 -3.21 3.06 -0.071
C 2.55 -2.19 2.47 -0.334
P 0.72 -2.28 2.18 1.090
C 0.15 -3.18 3.64 -0.374
C -0.79 -4.20 3.54 -0.093
C -1.32 -4.78 4.68 -0.079
C -0.93 -4.34 5.94 -0.088
C 0.00 -3.31 6.05 -0.079
C 0.53 -2.74 4.90 -0.090
C 0.72 -3.53 0.83 -0.338
C 1.16 -4.84 1.01 -0.089
C 1.24 -5.72 -0.05 -0.075
C 0.88 -5.29 -1.33 -0.083
C 0.42 -4.00 -1.51 -0.085
C 0.33 -3.12 -0.44 -0.094
H 4.00 2.32 2.38 0.119
H 5.69 3.73 1.19 0.110
H 5.97 3.47 -1.26 0.108
H 4.55 1.91 -2.51 0.107
H 0.65 2.38 -2.23 0.091
H 0.41 3.98 -4.07 0.088
H 1.71 3.67 -6.17 0.103
H 3.28 1.78 -6.37 0.103
H 3.59 0.22 -4.49 0.102
H 4.71 -1.14 -0.66 0.090
H 5.77 -3.30 -1.14 0.105
H 4.95 -4.69 -3.02 0.102
H 3.05 -3.90 -4.40 0.105
H 1.96 -1.76 -3.89 0.097
H 5.12 -0.04 1.85 0.103
H 6.40 -1.89 2.84 0.108
H 5.23 -3.91 3.65 0.108
H 2.78 -4.08 3.43 0.105
H -1.12 -4.54 2.57 0.105
H -2.05 -5.57 4.59 0.102
H -1.35 -4.79 6.83 0.100
H 0.30 -2.95 7.02 0.103
H 1.24 -1.92 5.00 0.113
H 1.44 -5.18 2.00 0.099
H 1.58 -6.73 0.10 0.103
H 0.95 -5.97 -2.17 0.103
H 0.12 -3.67 -2.50 0.092
H -0.06 -2.13 -0.62 0.073
O -3.04 -2.86 -0.98 -0.084
H -3.20 -3.80 -0.85 0.042
H -2.70 -2.55 -0.11 -0.014
O -0.98 1.61 3.42 -0.145
H -1.46 0.79 3.67 -0.006
H -0.04 1.37 3.46 -0.004
N 0.60 3.25 0.75 0.045
H 0.71 2.99 1.73 -0.001
H -0.05 4.03 0.71 0.009
H 1.50 3.59 0.45 0.022
C -4.42 -1.97 2.49 -0.207
S -2.95 -0.94 2.21 0.597
O -4.70 1.86 1.42 -0.006
O -2.41 -0.78 3.59 -0.512
O -2.09 -1.89 1.37 -0.683
H -5.08 -1.47 3.20 0.047
H -4.05 -2.91 2.91 0.048
H -4.94 -2.15 1.55 0.046
N -4.31 1.10 -0.69 0.168
C -4.33 2.27 0.14 -0.522
C -4.28 2.84 2.36 -0.260
C -5.36 3.85 2.61 -0.053
C -6.16 4.35 1.67 -0.087
C -6.09 4.11 0.23 -0.058
C -5.31 3.26 -0.45 0.021
H -4.04 1.35 -1.63 0.063
H -3.62 0.46 -0.32 0.049
H -4.05 2.30 3.28 0.155
H -5.51 4.17 3.64 0.111
H -6.92 5.05 1.98 0.101
H -6.76 4.73 -0.36 0.103
H -5.40 3.25 -1.53 0.117
N -2.68 -1.82 -4.30 0.029
C -1.62 -1.45 -3.37 -0.153
C -1.82 -0.02 -2.91 -0.519
O -2.70 0.67 -3.62 0.106
O -1.23 0.45 -1.96 -0.109
H -2.34 -2.35 -5.09 0.086
H -3.07 0.02 -4.26 0.107
H -3.38 -2.38 -3.83 0.092
H -0.64 -1.49 -3.84 0.128
H -1.61 -2.08 -2.48 0.082
S -2.74 5.21 1.72 1.037
C -2.96 3.39 1.75 -0.419
N -2.98 2.89 0.37 0.003
C -2.55 3.88 -0.54 -0.272
C -2.33 3.68 -1.89 -0.007
C -1.99 4.76 -2.70 -0.089
C -1.84 6.02 -2.16 -0.091
C -2.03 6.23 -0.80 -0.090
C -2.40 5.16 0.00 -0.480
H -2.12 2.97 2.30 0.063
H -2.41 2.68 -2.31 0.084
H -1.85 4.60 -3.76 0.098
H -1.56 6.86 -2.79 0.101
H -1.91 7.22 -0.37 0.107

4.
100
Properties=species:S:1:pos:R:3:mulliken_spin:R:1 method="wB97M-V/def2-TZVPD" homo_ev="-9.962 / -9.951" total_charge=+1 s_squared=0.76 de_lowest_ev=2.884 lumo_ev="-4.2 / -4.2" multiplicity=2 energy_ev=-80832.7168
O -1.19 1.56 -1.17 0.002
O 1.28 4.46 3.18 0.000
C -1.53 3.16 -2.28 0.000
C -2.94 3.54 -2.28 0.000
H -1.14 2.69 -3.15 0.000
H -0.88 3.74 -1.63 0.000
H -3.71 2.76 -2.34 0.000
H -3.02 4.15 -3.19 0.000
H -3.23 4.21 -1.46 0.000
C -1.85 1.90 0.07 -0.003
C -1.55 3.27 0.62 0.000
H -1.49 1.15 0.79 0.002
H -2.91 1.67 -0.04 0.000
H -0.54 3.62 0.42 0.000
H -1.72 3.22 1.68 0.000
H -2.28 3.92 0.18 0.000
C 1.75 3.49 4.14 0.000
C 2.32 5.10 2.43 0.000
C 0.59 2.71 4.74 0.000
H 2.31 3.96 4.98 0.000
H 2.44 2.81 3.61 0.000
H -0.24 3.35 5.04 0.000
H 0.95 2.15 5.61 0.000
H 0.19 2.00 4.02 0.000
C 2.45 6.49 3.03 0.000
H 1.96 5.13 1.39 0.000
H 3.27 4.54 2.46 0.000
H 1.46 6.96 3.10 0.000
H 3.11 7.16 2.47 0.000
H 2.88 6.38 4.04 0.000
H 1.60 -0.92 3.01 -0.001
N -1.07 -1.58 -2.46 -0.003
C -0.31 -2.40 -3.18 0.000
C 0.93 -2.84 -2.72 0.001
C 1.24 -3.09 -1.36 0.000
C -0.82 -2.77 -4.54 0.000
H -0.68 -1.92 -5.23 0.000
H -1.89 -3.01 -4.50 0.000
H -0.25 -3.64 -4.89 0.000
C 2.43 -3.97 -1.02 -0.001
H 2.14 -5.01 -0.79 0.000
H 2.92 -3.62 -0.10 0.000
H 3.19 -3.99 -1.80 0.000
N 0.52 -2.63 -0.35 -0.004
C -2.06 -0.70 -3.04 0.000
C -1.67 0.30 -3.98 0.000
C -0.23 0.71 -4.14 0.000
C -2.68 0.93 -4.69 0.000
H -2.41 1.66 -5.49 0.000
C -4.02 0.69 -4.37 0.000
H -4.80 1.19 -4.94 0.000
C -4.38 -0.12 -3.28 0.000
H -5.43 -0.24 -2.98 0.000
C -3.39 -0.77 -2.55 0.000
C -3.68 -1.48 -1.28 -0.019
C 0.35 -3.43 0.78 0.019
C 1.24 -3.41 1.91 -0.010
C 2.55 -2.69 1.95 0.008
C 0.94 -4.18 3.04 -0.001
H 1.57 -4.06 3.93 -0.001
C -0.11 -5.09 3.03 0.010
H -0.32 -5.70 3.92 -0.002
C -0.88 -5.24 1.88 0.006
H -1.67 -5.99 1.83 -0.002
C -0.64 -4.45 0.75 0.002
C -1.39 -4.71 -0.51 0.003
Ti -0.85 -0.18 -1.10 0.017
H 0.25 1.00 -3.19 0.000
H -0.18 1.61 -4.78 0.000
H 0.40 -0.05 -4.61 0.000
H -3.36 -2.53 -1.23 0.001
H -4.76 -1.47 -1.08 0.002
H -3.21 -1.00 -0.40 0.015
H 3.46 -3.29 1.82 0.000
H 2.72 -2.23 2.93 0.000
H 2.55 -1.90 1.20 -0.001
H -2.03 -3.87 -0.80 -0.002
H -2.02 -5.59 -0.39 0.002
H -0.69 -4.89 -1.33 0.000
H 1.68 -3.12 -3.45 0.000
C 1.87 0.08 3.07 0.001
Si 2.31 0.60 1.26 -0.001
H 0.92 0.51 3.45 0.000
H 2.68 0.23 3.81 0.000
C 1.60 2.04 0.26 0.000
C 2.60 -0.32 -0.43 0.000
C 4.06 1.04 1.73 0.000
H 4.06 1.93 2.36 0.000
H 4.57 1.22 0.78 0.000
H 4.49 0.20 2.27 0.000
H 1.31 1.76 -0.78 0.000
H 2.43 2.77 0.13 0.000
H 0.74 2.52 0.73 0.000
H 1.81 -0.18 -1.19 0.000
H 2.87 -1.38 -0.47 0.000
H 3.48 0.24 -0.80 0.000
O -2.07 -2.60 3.46 0.299
N -2.77 -2.35 2.47 0.375
O -3.06 -3.18 1.58 0.292
O -1.42 -0.72 0.39 -0.008